The following is a quantum chemistry calculation of C51H133BeN10O15 as an isolated structure, from OMol25.

Output
E_tot: -101039.7721 eV
HOMO-LUMO gap: 5.41 eV
energy relative to the best compared isomer or geometry (same formula, charge and spin): 0.0000 eV
charge: +1

Structure (XYZ):
```
210
Properties=species:S:1:pos:R:3:forces:R:3
Be 2.952743 -2.330966 1.377867 -2.633 2.269 -2.126
C -0.480297 0.785644 -0.495453 -0.362 -0.258 -0.133
C -0.238237 -0.335846 0.553877 0.385 -1.374 -0.940
C -1.099217 -1.594936 0.307447 -0.664 0.155 0.448
O 1.105593 -0.760886 0.507457 1.226 0.085 0.380
H -0.440487 0.384984 -1.508363 0.389 -0.090 -0.041
H 0.198083 1.630414 -0.375983 0.305 -0.310 -0.041
H -1.460617 1.261964 -0.509803 -0.366 -0.229 0.683
H -0.593417 0.070574 1.500857 0.287 0.108 0.680
H -0.948257 -2.334986 1.093337 0.407 0.107 0.342
H -0.914487 -2.156586 -0.608263 0.229 0.504 -0.352
H -2.164807 -1.377706 0.381127 -0.360 0.178 -0.300
C 5.166633 0.386864 2.239877 -0.238 0.573 1.578
O 4.886753 -0.631706 1.333447 -0.970 -0.968 0.166
C 5.249003 -0.191906 0.049697 -0.311 -1.065 -0.422
C 5.155153 -1.396156 -0.892133 -0.034 0.296 -0.171
N 3.835973 -2.085096 -0.903853 0.723 -0.500 3.238
C 3.912563 -3.445506 -1.481673 -1.513 0.722 0.103
C 2.527233 -4.151096 -1.504613 0.542 1.298 1.123
O 1.959453 -4.179536 -0.119013 1.054 0.221 -1.372
C 0.659933 -4.748066 -0.128493 -0.690 -0.325 -1.335
H 4.558333 1.273624 2.061767 0.059 0.122 -0.283
H 6.225853 0.642964 2.216047 0.113 0.084 -0.080
H 4.916403 0.057004 3.248177 0.038 -0.167 -0.082
H 6.261953 0.191714 0.171607 0.271 -0.123 -0.703
H 4.621073 0.620294 -0.316563 -0.260 0.060 0.287
H 5.930573 -2.124046 -0.653403 -0.006 0.003 0.009
H 5.345273 -0.975326 -1.879483 0.153 -0.280 -0.336
H 3.187363 -1.488696 -1.397513 -1.013 0.283 -0.426
H 4.639403 -4.011066 -0.898623 0.156 -0.075 -0.432
H 4.153023 -3.259146 -2.528363 0.566 -0.775 -0.186
H 2.644733 -5.112166 -2.005253 -0.116 -0.503 0.713
H 1.890873 -3.586406 -2.185993 -0.453 0.260 0.372
H 0.136433 -4.753356 0.827557 0.712 -0.073 0.172
H 0.698663 -5.710906 -0.637943 0.252 -0.708 0.761
H -0.021757 -4.271706 -0.833103 0.084 0.996 0.038
C -1.930517 3.653064 -2.682843 0.346 0.039 -0.145
O -0.853277 4.563604 -2.741063 0.513 0.298 -0.944
C -0.247917 4.683484 -4.063673 -0.293 0.625 0.382
C 1.114903 5.334214 -3.961493 0.021 -0.161 0.462
N 1.110123 6.754484 -3.557093 0.224 -1.686 -0.601
C 2.489623 7.183414 -3.279493 -0.458 0.716 1.590
C 3.008413 6.917934 -1.820373 -1.636 -0.105 0.319
O 2.201953 7.520814 -0.785193 -0.106 -0.543 -1.063
C 2.447083 8.886594 -0.586003 -0.032 -0.366 0.796
H -2.665197 3.836834 -3.466793 -0.083 -0.014 -0.184
H -2.439967 3.738844 -1.723043 0.161 0.184 0.071
H -1.528377 2.643394 -2.766253 -0.167 -0.369 -0.134
H -0.853837 5.319234 -4.709263 -0.483 0.113 0.084
H -0.140457 3.732434 -4.585243 0.003 -0.388 0.390
H 1.633193 5.215724 -4.913033 -0.132 0.172 -0.240
H 1.692993 4.723014 -3.268433 0.233 -0.209 0.312
H 0.483283 6.792144 -2.766043 0.238 0.508 0.476
H 2.452093 8.257554 -3.460913 0.724 0.052 -0.194
H 3.176363 6.650654 -3.937263 -0.058 0.333 -0.297
H 4.042083 7.189104 -1.605693 0.254 -0.015 -0.539
H 2.840163 5.859844 -1.619773 0.407 -0.210 -0.048
H 1.751143 9.172284 0.202767 -0.177 0.358 -0.288
H 2.327273 9.483274 -1.490273 0.013 0.150 0.057
H 3.433613 8.994284 -0.135133 0.398 0.350 -0.288
C -3.605647 -4.437806 -0.186643 0.394 0.777 -1.508
O -3.707657 -5.212256 -1.407483 -0.883 0.363 1.675
C -3.238197 -6.519506 -1.231193 0.943 -0.584 -1.758
C -3.126817 -7.192356 -2.612293 1.038 -0.632 -0.500
N -1.939497 -6.893996 -3.478153 -1.447 0.594 0.112
C -1.829487 -5.468656 -3.739523 0.626 0.045 0.049
C -0.922457 -5.121226 -4.921083 0.657 0.172 -0.483
O 0.432923 -4.864066 -4.482833 -0.074 -0.285 0.523
C 1.393573 -4.450466 -5.459243 -0.985 0.554 0.661
H -4.167367 -4.719246 0.704067 0.091 -0.956 -0.131
H -3.983387 -3.438506 -0.402993 -0.014 0.022 -0.347
H -2.532837 -4.319506 -0.034313 0.126 -0.037 0.740
H -3.825097 -7.172186 -0.584923 -0.321 0.337 0.288
H -2.195957 -6.523766 -0.912103 0.268 0.212 0.786
H -4.013057 -6.988116 -3.213093 -0.050 0.072 0.033
H -3.072817 -8.270156 -2.458903 -0.238 -0.082 0.114
H -1.045477 -7.250386 -3.171853 -0.194 -0.246 0.425
H -1.473367 -4.962546 -2.842233 0.506 0.464 0.120
H -2.815697 -5.014826 -3.837153 -0.149 -0.337 -0.518
H -1.339597 -4.267006 -5.454393 0.163 0.474 0.101
H -0.860227 -5.889926 -5.691363 -0.315 -0.492 0.215
H 1.138033 -3.426146 -5.730503 0.035 0.065 -0.615
H 1.441463 -5.093336 -6.338183 -0.006 -0.094 0.050
H 2.356783 -4.361846 -4.956783 0.009 -0.438 -0.008
C 0.340053 4.569424 -0.067603 -0.339 0.783 1.069
O 1.085143 4.641074 1.182777 0.160 -1.265 -1.229
C 1.956193 3.516234 1.229417 0.236 -0.585 1.459
C 2.711193 3.419324 2.584537 -0.237 1.780 -0.221
N 3.915173 4.298304 2.631037 -0.678 -1.638 -0.001
C 4.685243 4.039504 3.842847 0.168 0.906 0.457
C 3.998653 4.208904 5.268637 1.065 0.806 -1.940
O 3.179093 3.138474 5.557197 -0.558 -1.808 1.052
C 3.850683 2.027004 6.168847 -0.390 0.505 -0.111
H 0.859303 4.156734 -0.932573 0.759 0.592 0.084
H -0.023127 5.591504 -0.175063 0.153 -0.157 -0.653
H -0.530867 3.914764 -0.035833 -0.193 -0.176 0.694
H 2.637523 3.509904 0.378627 0.337 0.263 -0.015
H 1.397663 2.583074 1.156267 -0.461 -0.191 -0.115
H 2.928553 2.411154 2.937297 0.332 -0.155 -0.598
H 2.084363 3.804424 3.388827 -0.844 -0.235 -0.135
H 3.541643 5.235794 2.590107 0.310 0.333 0.140
H 5.552173 4.690294 3.728857 0.150 0.155 0.561
H 5.093783 3.030954 3.779387 -0.110 -0.229 -0.015
H 3.385613 5.110074 5.255667 -0.186 0.029 -0.060
H 4.759853 4.380784 6.029657 0.231 -0.188 0.150
H 3.129573 1.272764 6.483877 -0.320 0.188 -0.280
H 4.355083 2.319034 7.089927 0.280 0.251 -0.051
H 4.552363 1.554094 5.481757 0.221 0.017 -0.061
C 2.373423 -4.169676 5.431567 -0.310 1.060 2.373
C 1.923183 -3.014156 4.538397 -0.162 -2.107 1.415
C 2.918413 -1.900666 4.478007 0.821 0.169 -0.284
O 2.559123 -0.959346 3.511267 -0.183 1.050 -0.598
C 1.468653 -0.089876 3.957377 -0.383 -0.635 -1.105
N 1.554973 -3.742286 3.316507 1.468 1.977 -1.335
H 3.232213 -4.738076 5.074497 0.207 0.344 0.088
H 1.605253 -4.876506 5.745267 -0.441 -0.085 -1.011
H 2.493853 -3.725866 6.419817 1.192 -0.064 0.316
H 1.032943 -2.579526 4.993017 -0.279 -0.158 -0.240
H 3.918003 -2.258176 4.230817 0.259 -0.276 -0.393
H 3.082853 -1.362426 5.411467 -0.423 -0.375 0.522
H 1.637573 0.431674 4.899487 0.603 -0.184 0.013
H 0.567823 -0.696146 4.052417 -0.115 0.017 0.051
H 1.268643 0.632824 3.166307 0.288 -0.126 -0.029
H 0.637993 -4.049956 3.607367 -1.003 -0.617 -0.902
H 2.122343 -4.577786 3.327487 -0.052 -0.236 -0.277
C -1.547527 -3.831456 6.173167 -1.511 1.297 0.815
C -1.975867 -4.275446 4.799997 -1.065 -0.319 0.156
C -2.316447 -3.160236 3.745737 2.139 -0.507 2.163
O -3.478917 -2.522826 4.121877 -0.647 -1.046 0.006
C -3.683847 -1.380116 3.354827 -0.675 0.680 0.166
N -0.908107 -5.147486 4.393367 0.548 -0.825 -1.953
H -0.821177 -3.019546 6.136837 0.228 -0.148 0.059
H -1.239297 -4.635146 6.841877 0.423 -0.206 -0.438
H -2.418587 -3.450706 6.706447 -0.043 0.442 -0.029
H -2.904137 -4.842926 4.866107 -0.286 -0.110 0.342
H -2.257877 -3.515586 2.716957 -0.399 -0.225 -0.202
H -1.501567 -2.452306 3.897127 0.552 0.462 -0.525
H -4.681207 -1.013216 3.597227 0.071 0.112 -0.023
H -3.650747 -1.582916 2.284367 0.172 -0.027 -0.168
H -2.948067 -0.629066 3.642327 0.113 0.243 -0.307
H -0.712367 -5.865856 5.075807 0.033 0.298 0.610
H -1.276507 -5.721036 3.648107 0.208 -0.065 -0.745
C -2.686417 -1.726376 -3.144553 -0.830 0.347 0.199
C -1.990937 -1.627376 -4.491763 0.941 0.485 1.020
C -2.096087 -0.231216 -5.097683 -0.450 0.491 -0.067
O -1.564437 -0.150606 -6.412243 -0.413 -0.238 0.493
C -1.751527 1.133914 -6.968983 0.941 -0.146 -0.946
N -0.556117 -1.839156 -4.200103 0.195 -0.272 -1.083
H -2.210957 -1.120836 -2.372953 0.258 0.365 -0.324
H -2.695427 -2.712736 -2.680763 0.017 -0.365 -0.493
H -3.720097 -1.387736 -3.214903 -0.115 -0.112 0.008
H -2.343677 -2.362226 -5.215403 -0.371 -0.033 -0.009
H -1.590067 0.508234 -4.476983 0.410 -0.081 0.427
H -3.123787 0.131124 -5.123093 -0.493 -0.313 -0.042
H -2.773647 1.504864 -7.044943 -0.300 -0.369 0.335
H -1.362187 1.038884 -7.982633 -0.128 0.123 -0.106
H -1.134257 1.896504 -6.494083 0.027 0.060 0.461
H -0.387197 -2.752256 -3.802843 -0.362 -0.381 0.555
H -0.183587 -2.007396 -5.123683 0.700 0.468 -0.387
C 2.656743 1.634624 -2.061633 -1.059 1.031 -0.537
C 1.737013 0.843674 -2.988483 1.138 0.464 -1.524
C 2.168823 0.882754 -4.497823 0.061 0.788 0.316
O 1.884683 2.156784 -5.071323 -0.100 0.469 1.187
C 2.157853 2.290984 -6.435553 -0.807 -0.565 -0.334
N 1.767493 -0.508016 -2.508383 0.553 -0.412 -0.236
H 3.668513 1.229234 -2.052813 -0.050 0.135 -0.160
H 2.237503 1.678934 -1.056453 0.152 -0.517 0.148
H 2.611923 2.678464 -2.372273 0.591 0.152 -0.191
H 0.704253 1.188914 -2.940423 -0.034 0.656 -0.120
H 1.672083 0.117024 -5.093653 -0.347 -0.303 0.142
H 3.240823 0.714294 -4.600503 0.344 -0.230 0.222
H 1.835113 3.268924 -6.792713 0.313 0.227 0.384
H 1.494823 1.603594 -6.960893 0.174 -0.420 -0.439
H 3.195413 2.094254 -6.705473 0.159 0.037 0.064
H 1.119083 -1.014686 -3.094013 -0.471 -0.503 0.197
H 1.358913 -0.357326 -1.597093 -0.161 -1.155 0.800
C -4.241517 1.025794 -1.158613 0.351 -0.544 -0.032
C -5.475757 0.141284 -1.238903 -1.649 0.407 0.304
C -5.761867 -0.694936 -0.000883 0.656 -0.757 0.592
O -6.965387 -1.487106 -0.020513 0.596 0.605 -0.405
C -7.051307 -2.260866 1.152877 -0.846 0.593 0.613
N -6.602107 1.085504 -1.355163 0.177 0.498 -0.742
H -4.224577 1.589164 -0.225653 0.071 0.057 -0.166
H -4.230387 1.700824 -2.014363 -0.328 0.299 0.081
H -3.319867 0.466344 -1.318873 0.018 -0.231 0.510
H -5.371207 -0.478876 -2.129173 -0.137 -0.435 0.005
H -5.756727 -0.096616 0.910207 -0.320 0.654 -0.056
H -4.907107 -1.346826 0.179487 0.299 -0.555 -0.237
H -8.071597 -2.577766 1.368947 -0.158 -0.745 -1.178
H -7.019317 -1.648286 2.053887 1.209 0.452 0.197
H -6.329487 -3.077556 1.161677 -0.027 -0.066 0.157
H -7.520247 0.697964 -1.519273 0.014 -0.737 0.364
H -6.426157 1.585974 -2.214623 -0.052 0.557 -0.069
C -2.105487 1.975464 5.293137 0.666 -0.273 0.015
C -1.629997 3.326754 4.687787 -1.058 -0.812 -0.226
C -2.749077 3.949734 3.794187 0.049 -0.422 0.794
O -3.367997 3.068734 2.875207 -0.441 -0.117 0.606
C -2.543397 2.485774 1.918817 0.178 -0.436 -0.448
N -1.235027 4.198304 5.766377 0.758 0.196 -0.192
H -2.990327 2.048664 5.925447 -0.144 0.417 -0.110
H -1.329977 1.560424 5.936897 0.257 0.334 0.206
H -2.294377 1.141904 4.616667 -0.170 0.464 -0.570
H -0.731747 3.204184 4.082617 0.098 -0.352 -0.022
H -2.445947 4.874234 3.302747 0.432 0.071 -0.142
H -3.504977 4.229384 4.528017 -0.410 0.017 -0.225
H -3.018357 1.600454 1.496067 -0.392 -0.027 0.234
H -1.605607 2.104914 2.323287 0.321 0.311 0.037
H -2.384677 3.143584 1.064307 0.383 0.302 -0.005
H -0.825757 5.031314 5.368017 -0.112 0.272 0.460
H -1.893577 4.391794 6.507307 -0.259 0.029 -0.351
```
Positions in Å, forces in eV/Å.